58
Properties=species:S:1:pos:R:3:lowdin_charge:R:1 method="wB97M-V/def2-TZVPD" gap_ev=5.367 e_homo_ha=-0.1246 charge=-1 relative_energy_kcal_mol=17.6 multiplicity=1 largest_force_ev_per_a=5.81
C 1.6663 -0.2309 3.0544 -0.50
C 1.2265 6.9439 -1.3412 -0.18
O -0.0551 1.6830 -4.7187 0.09
C 1.5834 3.4904 -1.6130 -0.31
C 5.0274 -0.2396 -1.1500 -0.10
C 4.9461 1.0421 -0.6279 -0.09
C 1.5509 2.0180 -1.6899 -0.03
H -2.8196 1.6502 3.4752 0.13
C -3.1340 0.7040 3.0181 -0.12
H 5.7924 1.4850 -0.1300 0.10
H 4.9357 -2.4135 2.9087 0.07
H 3.9517 -0.1887 2.0926 0.12
N -2.0670 -0.2992 3.2261 -0.11
H -2.4488 -1.7686 1.7892 0.13
O 2.6655 -1.1211 3.3522 -0.01
Co 1.2898 4.0178 -3.5892 0.00
C 0.9953 5.0037 1.0271 -0.18
Co 1.6493 5.3096 -0.6327 -0.05
C 3.7969 1.7712 -0.7704 -0.01
H 4.0391 -1.7545 -2.2672 0.09
C 3.4687 5.1855 -0.6236 -0.19
C 2.6648 1.2380 -1.4414 -0.22
H 3.9634 0.3781 3.7688 0.13
O 4.1672 3.5557 -4.0574 0.12
C 0.3449 4.2326 -1.7614 -0.17
C -4.4691 0.2390 3.6013 -0.19
O 0.4761 6.5520 -4.8598 0.10
C 0.7960 5.5783 -4.3634 -0.16
O 0.9727 7.9612 -1.7828 0.08
H -5.2977 0.9056 3.3275 0.13
C 3.0585 3.7543 -3.8903 -0.13
H 5.9537 -0.7830 -1.0744 0.09
H -1.7053 -2.3721 3.2674 0.11
H -3.2332 0.8787 1.9398 0.13
C 0.3306 -0.6936 3.3272 -0.01
C 2.7708 -0.0896 -1.9463 -0.02
H 3.7403 2.7665 -0.3690 0.08
H 6.0421 -1.0840 3.2177 0.07
C 0.4630 2.6137 -4.3180 -0.19
O -4.8102 -1.0539 3.1331 -0.15
O 0.5534 4.7909 2.0593 0.06
C 5.0561 -1.4820 3.4589 -0.07
C 3.9381 -0.7834 -1.8113 -0.11
H -0.5730 1.1656 3.0710 0.13
C -3.8397 -2.0422 3.4351 -0.19
H -4.4331 0.1986 4.6950 0.12
O 1.8615 0.8756 2.5724 0.08
H -3.8164 -2.1589 4.5222 0.12
O 4.6016 5.0692 -0.6240 0.08
H -0.4026 3.9224 -1.0309 0.04
H 0.2343 -1.7183 3.6231 0.09
C -0.7460 0.1142 3.2206 -0.05
H 5.0515 -1.7512 4.5138 0.07
H -4.2121 -2.9854 3.0147 0.13
H 1.9533 -0.5035 -2.5091 0.11
H 0.6999 1.5823 -2.1736 0.09
C 3.9253 -0.5236 3.1395 -0.26
C -2.4605 -1.6822 2.8825 -0.12


56
Properties=species:S:1:pos:R:3:lowdin_charge:R:1 method="wB97M-V/def2-TZVPD" smiles="COC(=O)c1cccc(S(=O)(=O)N(Cc2ccco2)Cc2cc3cc(OC)ccc3[nH]c2=O)c1" gap_ev=8.173 e_homo_ha=-0.3033 relative_energy_kcal_mol=25.9 multiplicity=1 largest_force_ev_per_a=1.08
H 9.2270 2.1672 1.5021 0.09
H 0.5013 1.1275 -1.9750 0.12
C -4.8886 0.5456 -0.3476 -0.11
H -0.5969 0.9914 1.9421 0.13
H -0.6738 -2.3577 -0.2932 0.09
C -3.8557 0.0326 -2.4600 -0.04
C -2.6992 1.3654 -0.8464 -0.24
H -3.7188 1.7662 0.9858 0.13
O 1.3761 -2.3322 -1.3957 0.04
C -2.7034 -2.4863 0.6191 -0.04
H 0.6650 -0.1735 1.4548 0.14
C -2.7368 0.7625 -2.0905 -0.04
C 5.7670 -1.4756 -0.0873 -0.01
H 8.7262 0.5376 2.0130 0.10
C 2.1883 -1.4893 -1.0474 -0.41
C -1.3504 -0.7743 1.0557 -0.25
C -3.2987 -1.6300 1.4908 -0.12
H -3.8911 -0.4464 -3.4264 0.11
H -3.1075 -3.3978 0.2295 0.10
O 7.3811 1.6790 0.9164 -0.08
O -0.7170 2.9662 -1.4849 -0.28
H 4.9887 2.2708 0.3783 0.13
C -6.0193 0.4477 0.6124 -0.46
H 7.7394 -0.9996 0.5288 0.10
C -8.1801 -0.3732 0.9699 -0.04
H -4.2515 -1.6453 1.9810 0.12
C 4.1887 0.3582 -0.1825 -0.14
N -0.0786 1.0536 -0.0299 -0.21
C 4.4809 -1.0105 -0.3501 -0.19
H 5.9921 -2.5242 -0.2158 0.11
C 6.7535 -0.6094 0.3342 -0.01
O -2.4912 -0.5929 1.7593 0.03
O -6.0164 0.9188 1.7209 0.12
H -8.5604 0.6094 1.2559 0.10
C 1.9029 -0.0652 -0.8861 -0.10
H 3.6979 -2.8369 -0.8781 0.17
H -5.7978 -0.6535 -1.8676 0.12
H -8.9287 -0.9253 0.4076 0.09
C -0.2929 0.2772 1.1746 -0.10
C 5.1964 1.2214 0.2453 0.06
C -4.9258 -0.0826 -1.5902 0.00
C 6.4757 0.7521 0.5053 -0.27
N 3.4830 -1.8526 -0.7677 0.17
H -0.0945 -0.4876 -1.4833 0.11
O -1.4496 2.9369 0.8697 -0.27
H -7.9016 -0.9169 1.8750 0.10
O -7.0580 -0.2371 0.1100 -0.04
H -1.9019 0.8846 -2.7613 0.11
C -3.7622 1.2764 0.0254 0.01
C 0.4973 0.3832 -1.1752 -0.15
C 2.8587 0.7937 -0.4692 0.06
H 2.6139 1.8388 -0.3452 0.14
S -1.2058 2.2347 -0.3520 0.68
H 9.1848 0.8445 0.3120 0.10
C 8.6973 1.2664 1.1967 -0.09
C -1.4292 -1.9335 0.3374 -0.01


49
Properties=species:S:1:pos:R:3:lowdin_charge:R:1 method="wB97M-V/def2-TZVPD" smiles="Cn1cc([C@H](c2ccccc2)[C@@H]2C=[NH+]c3ccc(N)cc32)c2ccccc21" gap_ev=5.804 e_homo_ha=-0.3761 charge=+1 relative_energy_kcal_mol=44.1 multiplicity=1 largest_force_ev_per_a=3.47
C -0.5171 -4.7379 1.5983 -0.01
H -0.4861 -1.2219 -2.6734 0.14
H 0.2848 5.8028 -0.4541 0.12
H -0.0968 6.4433 -1.9541 0.10
C 0.1909 -2.2996 1.3275 -0.08
H -1.7781 1.8526 3.4194 0.12
C -0.3854 4.3788 -3.3563 -0.03
H 0.1578 -1.1780 3.1267 0.09
H -0.8977 0.4469 -4.5757 0.19
H -0.6863 -5.7785 1.1633 0.13
H 2.5458 2.1366 3.5702 0.12
C -0.5560 -0.1315 -2.5270 0.07
C 0.6134 -0.0388 -0.2204 -0.15
H -1.5617 0.3571 1.4050 0.13
H -0.5178 5.2892 -3.9189 0.12
H 1.4732 0.3173 -0.7052 0.12
H 0.2963 2.6726 4.5413 0.11
H 2.6282 1.0524 1.2892 0.13
C 0.1674 3.2222 -1.2546 0.06
C 0.5095 0.7291 1.1869 -0.21
C -0.4365 0.5490 -1.2258 -0.13
H -1.4365 0.4588 -0.6487 0.20
N 0.0694 5.6214 -1.4264 0.14
H -0.9175 3.1023 -5.0676 0.13
C -0.0427 4.4232 -2.0198 -0.30
C -0.5817 -3.1838 3.4761 -0.07
C 0.6142 -1.5328 0.1039 -0.08
N 0.3641 -3.7344 -0.4468 -0.10
H 1.1536 -5.3449 -1.6128 0.10
N -0.5351 0.6882 -3.6387 0.15
H -0.2514 -4.4623 -2.2807 0.09
H 1.1397 -2.2749 -1.8569 0.12
C 1.6756 1.0922 1.8494 -0.04
C -0.7630 1.5993 3.0684 -0.07
C -0.2209 2.0159 -3.2822 -0.19
C -0.8479 -4.4629 2.9309 -0.08
C -0.0441 -3.6425 0.8777 -0.17
C -0.0921 1.9825 -1.8221 -0.06
C 0.2007 -4.8497 -1.3552 -0.01
C 1.6139 1.8167 3.0631 -0.07
C -0.1267 -2.1188 2.6726 -0.04
H -0.4417 -5.6027 -0.9178 0.07
C -0.5066 3.1646 -4.0403 0.02
C -0.6704 0.7692 1.9356 -0.07
C 0.8022 -2.5099 -0.8585 -0.06
H -0.6927 -3.0276 4.5731 0.11
H -1.3293 -5.2215 3.5399 0.10
C 0.3872 2.1065 3.6332 -0.10
H 0.5316 3.2643 -0.2119 0.13


55
Properties=species:S:1:pos:R:3:mulliken_spin:R:1 method="wB97M-V/def2-TZVPD" gap_ev="7.194 / 4.711" e_homo_ha="-0.7236 / -0.7263" charge=+4 relative_energy_kcal_mol=0.0 multiplicity=4 largest_force_ev_per_a=7.44
C 0.2127 1.5006 -0.7870 -0.06
C 4.3813 3.2688 8.8703 0.01
H 5.3473 1.6335 6.9691 0.00
C 3.7450 2.9376 7.6243 0.18
H -0.2891 2.6654 1.6049 0.00
N 0.3666 -2.2323 0.4958 0.05
N 1.2310 1.1830 2.0891 0.03
H 3.7543 1.9529 -2.1645 0.00
C -1.6237 -0.4567 -3.1302 0.02
N 4.8777 3.5604 9.8903 0.30
O 0.7993 2.5177 -0.8599 0.07
C -2.3326 -1.3985 -2.3490 0.05
N 1.9384 2.1947 3.9374 0.06
C 2.4935 3.4904 7.3266 0.05
C 1.9119 3.2607 6.0826 0.03
C 3.7741 1.7862 5.4905 0.03
H 0.2165 -3.5632 -1.7076 0.00
C 0.5142 2.3535 2.2500 0.04
H 0.9576 3.7194 5.8168 0.00
C -1.6466 -2.4490 -1.7186 -0.02
C -0.2962 -2.6664 -2.0485 0.11
C 3.7392 0.9102 -2.5189 0.00
H -2.1400 0.3753 -3.6051 0.00
C -3.2754 1.4172 -1.0132 0.26
C 2.7168 0.1840 -1.8129 0.02
H -2.1638 -3.1232 -1.0390 0.00
C 2.5525 2.4032 5.1798 0.25
H 2.7790 0.3044 3.3186 0.00
C 4.3843 2.0799 6.7140 0.05
H 1.4210 -1.9803 -3.1183 0.00
H 1.9669 4.1088 8.0527 0.00
O -1.3271 -0.1602 2.2915 0.06
H -4.0960 3.2258 -1.5996 0.02
H 4.2438 1.1147 4.7713 0.00
N -2.3104 0.7617 -0.9108 -0.18
C 0.0183 -3.1233 1.1510 0.02
N 2.0153 -0.4551 -1.1387 0.04
C 0.3927 -1.7610 -2.8403 0.11
C -4.2347 2.4703 -0.8103 -0.01
C -0.2339 -0.5947 -3.3109 0.00
H 3.5445 0.8813 -3.6019 0.00
H -1.0960 -4.7779 1.7468 0.00
H -3.4091 -1.3081 -2.2100 0.00
H -4.1159 2.9191 0.1941 0.01
H 0.6839 -4.9090 1.9695 0.00
C -1.0377 -0.1151 1.1556 -0.08
C 0.9691 3.0157 3.3577 -0.03
Re -0.7310 -0.1627 -0.7429 1.49
H 0.3292 0.1496 -3.8682 0.00
C 2.0767 1.0930 3.0960 0.02
H -0.2814 -3.8572 3.0698 0.00
H -5.2333 2.0264 -0.9247 0.01
H 4.7092 0.4310 -2.3145 0.00
H 0.6941 3.9846 3.7414 0.00
C -0.1848 -4.2365 2.0404 0.00